{"formula": "C36H21F15GeN5O5SSr", "method": "ωB97M-V with the def2-TZVPD basis set", "elements": ["Sr", "C", "C", "N", "C", "C", "C", "C", "C", "C", "C", "N", "C", "C", "N", "N", "H", "H", "H", "H", "H", "H", "H", "H", "H", "H", "H", "H", "H", "H", "H", "H", "H", "H", "O", "C", "C", "C", "N", "C", "C", "C", "O", "O", "C", "O", "O", "H", "H", "H", "F", "C", "C", "C", "F", "C", "F", "C", "F", "C", "F", "Ge", "S", "C", "C", "F", "C", "F", "C", "F", "C", "F", "C", "F", "C", "C", "F", "C", "F", "C", "F", "C", "F", "C", "F"], "xyz": [[-0.0085, -0.1474, 0.1173], [-2.6336, -2.1865, 0.7857], [-3.3942, -1.2154, -0.1155], [-2.5680, -0.1178, -0.6129], [-2.5370, 0.0229, -2.0623], [-1.5948, -0.9250, -2.7438], [-1.8927, -1.5383, -3.9624], [-0.9628, -2.3996, -4.5122], [0.2232, -2.6567, -3.8400], [0.4548, -1.9963, -2.6389], [1.7021, -2.1999, -1.8127], [1.3933, -2.4268, -0.4023], [0.7154, -3.6837, -0.1000], [-0.5245, -3.4914, 0.7707], [-1.4731, -2.6677, 0.0693], [-0.4364, -1.1536, -2.1456], [-3.3231, -2.9954, 1.0795], [-2.2982, -1.6803, 1.6922], [-4.2566, -0.8258, 0.4357], [-3.7950, -1.7694, -0.9749], [-2.8850, 0.7651, -0.2276], [-2.1890, 1.0412, -2.2770], [-3.5421, -0.0726, -2.5029], [-2.8297, -1.3348, -4.4614], [-1.1677, -2.8875, -5.4543], [0.9504, -3.3482, -4.2384], [2.2985, -1.2875, -1.8726], [2.2834, -3.0281, -2.2523], [2.2492, -2.3488, 0.1338], [1.3991, -4.3906, 0.3902], [0.4083, -4.1528, -1.0413], [-0.2649, -2.9874, 1.7044], [-0.9206, -4.4924, 1.0358], [-1.7806, -3.1285, -0.7831], [0.2836, 5.4678, 3.1007], [0.3451, 4.2468, 2.5030], [1.1180, 4.0292, 1.3675], [1.0881, 2.7647, 0.7934], [0.4016, 1.8032, 1.3672], [-0.3257, 1.9719, 2.4561], [-0.4008, 3.2140, 3.0639], [-1.0594, 0.6900, 2.9126], [-1.9935, 0.7948, 3.6970], [-0.6031, -0.3708, 2.3868], [1.8082, 2.3532, -0.5095], [2.2425, 3.2672, -1.2118], [1.8861, 1.1120, -0.6922], [0.7712, 6.1059, 2.5674], [1.6900, 4.8184, 0.9099], [-1.0132, 3.3802, 3.9350], [-1.3700, 6.5216, -5.1585], [-2.0429, 5.4043, -5.4739], [-1.9181, 4.2919, -4.6592], [-2.5913, 3.1612, -5.0812], [-2.4779, 2.0088, -4.4091], [-3.3852, 3.1374, -6.2219], [-4.0167, 2.0142, -6.5903], [-3.5139, 4.2841, -6.9926], [-4.2703, 4.2750, -8.0932], [-2.8295, 5.4342, -6.6171], [-2.9254, 6.5439, -7.3586], [-0.8263, 4.3700, -2.9496], [-1.5814, 3.1665, -1.3967], [-1.0152, 6.2272, -2.2354], [-0.0537, 6.7266, -1.3785], [1.1212, 6.0993, -1.2835], [-0.2554, 7.8421, -0.5788], [0.7035, 8.2625, 0.2611], [-1.4671, 8.5152, -0.6421], [-1.6765, 9.6007, 0.1072], [-2.4586, 8.0471, -1.4943], [-3.6340, 8.6848, -1.5610], [-2.2186, 6.9119, -2.2573], [-3.2269, 6.4708, -3.0273], [0.9743, 4.1688, -3.8127], [1.3773, 2.8915, -4.1436], [0.5546, 1.8682, -3.8735], [2.5972, 2.6122, -4.7391], [2.9579, 1.3538, -5.0269], [3.4607, 3.6601, -5.0297], [4.6446, 3.4188, -5.6026], [3.0778, 4.9597, -4.7363], [3.8947, 5.9794, -5.0384], [1.8405, 5.1907, -4.1414], [1.5083, 6.4698, -3.9054]], "forces_ev_per_angstrom": [[0.022, -0.986, -0.593], [-0.318, 0.029, 0.104], [-0.240, -0.219, 0.180], [-0.019, 0.241, 0.004], [-0.322, 0.157, -0.366], [-0.176, -0.348, -0.408], [-0.023, 0.138, 0.160], [0.014, -0.005, -0.009], [0.097, 0.077, 0.173], [-0.064, -0.330, -0.439], [0.234, -0.195, -0.306], [0.170, 0.201, 0.097], [-0.026, -0.346, 0.166], [0.069, -0.404, 0.146], [-0.098, 0.040, -0.291], [0.003, 0.205, -0.139], [0.015, 0.032, 0.046], [0.003, 0.022, 0.021], [0.046, -0.057, -0.033], [0.001, 0.001, 0.026], [-0.003, 0.047, -0.037], [-0.049, -0.043, 0.009], [0.132, -0.029, -0.019], [-0.048, 0.012, 0.006], [-0.011, -0.036, -0.075], [0.070, -0.055, -0.016], [0.076, 0.058, -0.030], [-0.045, 0.148, 0.048], [-0.040, 0.014, -0.040], [-0.103, 0.065, -0.062], [-0.004, -0.005, 0.005], [0.053, 0.027, 0.048], [0.072, 0.172, 0.021], [0.168, 0.058, -0.021], [-0.011, 0.024, 0.044], [0.083, -0.032, -0.120], [-0.121, -0.211, -0.203], [0.190, 0.662, 0.177], [0.191, 0.036, 0.333], [-0.156, 0.395, 0.343], [-0.070, -0.212, 0.023], [0.040, 0.615, 0.426], [-0.179, 0.114, 0.183], [-0.081, -0.491, 0.256], [0.295, 1.316, 0.316], [0.071, -0.125, -0.009], [0.094, -0.758, -0.362], [0.006, -0.028, -0.017], [0.112, 0.162, -0.158], [-0.076, -0.019, 0.080], [-0.035, 0.109, -0.129], [-0.076, -0.126, -0.063], [0.038, 0.124, 0.082], [-0.012, 0.059, -0.143], [-0.099, -0.094, -0.019], [0.091, 0.208, 0.020], [-0.016, 0.004, -0.024], [0.219, 0.018, 0.292], [0.004, 0.011, 0.005], [0.042, -0.215, 0.133], [-0.028, -0.030, -0.025], [-0.028, 0.214, -0.424], [0.148, -0.138, 0.230], [-0.183, 0.019, 0.043], [-0.037, 0.077, 0.001], [0.099, 0.014, 0.211], [-0.130, -0.047, -0.124], [-0.035, 0.030, -0.011], [0.052, -0.259, -0.194], [-0.009, -0.012, 0.001], [0.215, -0.097, 0.019], [0.012, 0.007, 0.012], [0.122, 0.049, 0.069], [-0.068, 0.057, 0.036], [-0.250, 0.053, 0.188], [0.190, -0.087, 0.039], [0.083, -0.170, -0.080], [-0.039, 0.142, 0.079], [-0.024, 0.056, 0.009], [-0.287, 0.020, 0.123], [-0.054, 0.010, 0.023], [-0.199, -0.083, 0.092], [-0.032, -0.061, 0.013], [0.212, -0.019, -0.091], [0.068, 0.022, -0.079]], "e_above_lowest_kj_mol": 164.9, "spin_multiplicity": 1, "molar_mass_g_mol": 1080.9, "energy_ev": -164316.091, "orbital_gap_ha": 0.2635, "total_charge": -1}